Record 1
The following is a quantum chemistry calculation of a 9-piece molecular cluster, C18H54O9 overall at a distorted geometry, from the Open Molecules 2025 dataset.

Orbital gap   0.33743 hartree
Energy relative to the best compared isomer or geometry (same formula, charge and spin)   4.7805 eV
LUMO energy   -0.176 eV
SMILES   CCO.CCO.CCO.CCO.CCO.CCO.CCO.CCO.CCO

Last columns: bonded neighbours and bond lengths (Å).
Cartesian coordinates (Å):
1 C 0.8085 -4.6220 0.9091  C2 1.487, H4 1.090, H5 1.090, H6 1.090
2 C 0.5094 -6.0765 0.9874  C1 1.487, O3 1.430, H7 1.090, H8 1.090
3 O -0.5399 -6.3676 1.9146  C2 1.430, H9 0.960
4 H 1.0296 -4.2839 1.9215  C1 1.090
5 H -0.0150 -3.9885 0.5796  C1 1.090
6 H 1.7805 -4.4494 0.4470  C1 1.090
7 H 1.3560 -6.6554 1.3563  C2 1.090
8 H 0.1757 -6.4390 0.0151  C2 1.090
9 H -0.3090 -6.0603 2.7943  O3 0.960
10 C -2.0952 0.7518 -2.9598  C11 1.547, H13 1.090, H14 1.090, H15 1.090
11 C -2.6744 1.6598 -1.8496  C10 1.547, O12 1.385, H16 1.090, H17 1.090
12 O -1.6579 2.2588 -1.1234  C11 1.385, H18 0.960
13 H -1.7594 1.3799 -3.7849  C10 1.090
14 H -2.9236 0.1702 -3.3644  C10 1.090
15 H -1.2998 0.0628 -2.6757  C10 1.090
16 H -3.2951 1.0487 -1.1943  C11 1.090
17 H -3.4063 2.4354 -2.0752  C11 1.090
18 H -2.0603 2.5376 -0.2977  O12 0.960
19 C -1.6412 -2.7786 -1.8589  C20 1.582, H22 1.090, H23 1.090, H24 1.090
20 C -2.7061 -3.8793 -2.2560  C19 1.582, O21 1.386, H25 1.090, H26 1.090
21 O -2.3506 -5.0173 -1.5489  C20 1.386, H27 0.960
22 H -0.6963 -2.9396 -2.3777  C19 1.090
23 H -1.4506 -2.7565 -0.7859  C19 1.090
24 H -2.0764 -1.8111 -2.1095  C19 1.090
25 H -2.7659 -4.0949 -3.3228  C20 1.090
26 H -3.6763 -3.4690 -1.9761  C20 1.090
27 H -2.5720 -4.9442 -0.6177  O21 0.960
28 C -1.8459 -3.0493 3.9606  C29 1.559, H31 1.090, H32 1.090, H33 1.090
29 C -1.0803 -2.2279 5.0427  C28 1.559, O30 1.417, H34 1.090, H35 1.090
30 O 0.2340 -2.1159 4.5263  C29 1.417, H36 0.960
31 H -2.8102 -3.1415 4.4604  C28 1.090
32 H -1.5097 -4.0794 3.8427  C28 1.090
33 H -1.8727 -2.6594 2.9431  C28 1.090
34 H -1.0574 -2.8211 5.9569  C29 1.090
35 H -1.6426 -1.3036 5.1749  C29 1.090
36 H 0.7534 -1.4856 5.0307  O30 0.960
37 C -0.3353 -0.6818 0.3983  C38 1.582, H40 1.090, H41 1.090, H42 1.090
38 C 0.7092 0.5019 0.4960  C37 1.582, O39 1.400, H43 1.090, H44 1.090
39 O 1.0802 0.8357 -0.8121  C38 1.400, H45 0.960
40 H 0.2293 -1.4049 -0.1904  C37 1.090
41 H -1.2505 -0.3217 -0.0716  C37 1.090
42 H -0.6643 -0.9806 1.3936  C37 1.090
43 H 1.4886 0.1516 1.1727  C38 1.090
44 H 0.2634 1.3786 0.9658  C38 1.090
45 H 0.4751 1.5299 -1.0834  O39 0.960
46 C -0.0444 6.4437 -2.7880  C47 1.472, H49 1.090, H50 1.090, H51 1.090
47 C -1.0150 5.3418 -2.8881  C46 1.472, O48 1.402, H52 1.090, H53 1.090
48 O -0.3385 4.1147 -2.9342  C47 1.402, H54 0.960
49 H 0.8052 6.2393 -3.4395  C46 1.090
50 H 0.3776 6.5474 -1.7883  C46 1.090
51 H -0.5133 7.3570 -3.1543  C46 1.090
52 H -1.6275 5.5144 -3.7731  C47 1.090
53 H -1.6418 5.3292 -1.9965  C47 1.090
54 H -0.8814 3.4351 -2.5281  O48 0.960
55 C 3.2808 2.8084 -2.3004  C56 1.477, H58 1.090, H59 1.090, H60 1.090
56 C 3.0903 2.9698 -3.7565  C55 1.477, O57 1.401, H61 1.090, H62 1.090
57 O 2.2651 4.0687 -4.0313  C56 1.401, H63 0.960
58 H 3.8166 3.6283 -1.8220  C55 1.090
59 H 3.7370 1.8564 -2.0289  C55 1.090
60 H 2.2711 2.8160 -1.8899  C55 1.090
61 H 2.6225 2.0700 -4.1561  C56 1.090
62 H 3.9958 3.0191 -4.3612  C56 1.090
63 H 1.4684 4.1140 -3.4977  O57 0.960
64 C 3.9325 -1.2094 0.4237  C65 1.515, H67 1.090, H68 1.090, H69 1.090
65 C 3.1448 -1.7528 -0.7502  C64 1.515, O66 1.414, H70 1.090, H71 1.090
66 O 3.1333 -0.8234 -1.8162  C65 1.414, H72 0.960
67 H 3.4450 -0.5750 1.1640  C64 1.090
68 H 4.8987 -0.7819 0.1560  C64 1.090
69 H 4.2338 -2.0925 0.9872  C64 1.090
70 H 2.1604 -1.8398 -0.2903  C65 1.090
71 H 3.5138 -2.7574 -0.9570  C65 1.090
72 H 2.4931 -0.1252 -1.6610  O66 0.960
73 C -1.6124 2.0989 4.5801  C74 1.581, H76 1.090, H77 1.090, H78 1.090
74 C -0.4061 2.8121 3.8474  C73 1.581, O75 1.484, H79 1.090, H80 1.090
75 O 0.2071 3.8818 4.6725  C74 1.484, H81 0.960
76 H -2.0994 2.7898 5.2683  C73 1.090
77 H -1.4197 1.1775 5.1296  C73 1.090
78 H -2.4183 2.0040 3.8523  C73 1.090
79 H -0.8259 3.2265 2.9308  C74 1.090
80 H 0.3573 2.0860 3.5681  C74 1.090
81 H 0.7411 4.4107 4.0753  O75 0.960

Löwdin atomic charge list, values in e, 5 entries: -0.09, -0.31, -0.09, 0.07, 0.06

=====

Record 2
The following is a quantum chemistry calculation of a 11-piece molecular cluster, C18H55BN20O17 overall at a distorted geometry, from the Open Molecules 2025 dataset.

Orbital gap   0.33020 hartree
LUMO energy   0.243 eV
SMILES   CC(=O)OCCCCOC(=O)OCB(O)O.NC(N)=O.NC(N)=O.NC(N)=O.NC(N)=O.NC(N)=O.NC(N)=O.NC(N)=O.NC(N)=O.NC(N)=O.NC(N)=O

Last columns: bonded neighbours and bond lengths (Å).
Cartesian coordinates (Å):
1 C -1.6232 4.0910 0.1033  C2 1.612, H17 1.146, H18 1.151, H19 1.148
2 C -1.2942 2.5304 0.3392  C1 1.612, O3 1.247, O4 1.410
3 O -1.5693 1.7227 -0.5696  C2 1.247
4 O -0.7541 2.2067 1.6009  C2 1.410, C5 1.453
5 C 0.3229 1.2365 1.5062  O4 1.453, C6 1.616, H20 1.149, H21 1.136
6 C 1.6776 1.8386 2.1489  C5 1.616, C7 1.600, H22 1.136, H23 1.152
7 C 2.5016 2.5209 0.9596  C6 1.600, C8 1.597, H24 1.153, H25 1.149
8 C 3.5509 1.5606 0.2331  C7 1.597, O9 1.457, H26 1.142, H27 1.165
9 O 4.5771 2.2541 -0.5348  C8 1.457, C10 1.423
10 C 4.0065 3.0475 -1.5693  O9 1.423, O11 1.255, O12 1.394
11 O 3.9222 2.5086 -2.6998  C10 1.255
12 O 3.6333 4.3586 -1.2758  C10 1.394, C13 1.458
13 C 3.4163 5.1516 -2.4799  O12 1.458, B14 1.645, H28 1.155, H29 1.141
14 B 1.8721 5.0855 -3.0435  C13 1.645, O15 1.441, O16 1.432
15 O 1.6766 4.7370 -4.4282  B14 1.441, H30 0.983
16 O 0.7102 5.3939 -2.2656  B14 1.432, H31 0.979
17 H -0.7401 4.7520 0.4150  C1 1.146
18 H -2.4858 4.3696 0.8122  C1 1.151
19 H -1.8944 4.3047 -0.9914  C1 1.148
20 H -0.0055 0.3191 2.1161  C5 1.149
21 H 0.5485 0.8705 0.4545  C5 1.136
22 H 2.3122 1.0607 2.6795  C6 1.136
23 H 1.3566 2.6967 2.8469  C6 1.152
24 H 1.8104 2.9434 0.1395  C7 1.153
25 H 3.0844 3.4248 1.3628  C7 1.149
26 H 2.9976 0.7644 -0.3701  C8 1.142
27 H 4.1108 0.9894 1.0799  C8 1.165
28 H 3.5704 6.2517 -2.1644  C13 1.155
29 H 4.1938 4.9220 -3.2826  C13 1.141
30 H 1.5192 3.7718 -4.5281  O15 0.983
31 H 0.6282 4.8271 -1.4719  O16 0.979
32 N -2.7920 -3.1058 0.3118  C33 1.354, H36 1.004, H37 1.006
33 C -2.0102 -2.0553 0.6577  N32 1.354, N34 1.357, O35 1.228
34 N -2.3806 -0.8680 0.1160  C33 1.357, H38 1.009, H39 1.003
35 O -1.0411 -2.1665 1.4031  C33 1.228
36 H -3.5875 -3.0365 -0.2968  N32 1.004
37 H -2.5487 -4.0039 0.6935  N32 1.006
38 H -1.8222 -0.0613 0.3495  N34 1.009
39 H -3.1682 -0.7537 -0.4951  N34 1.003
40 N 7.1726 1.3894 4.1399  C41 1.353, H44 1.003, H45 1.012
41 C 6.3441 1.3416 3.0718  N40 1.353, N42 1.354, O43 1.227
42 N 6.5613 2.2946 2.1348  C41 1.354, H46 1.007, H47 1.003
43 O 5.4599 0.4992 2.9576  C41 1.227
44 H 7.9005 2.0705 4.2525  N40 1.003
45 H 7.0377 0.6914 4.8599  N40 1.012
46 H 5.9595 2.2853 1.3274  N42 1.007
47 H 7.2760 2.9953 2.2027  N42 1.003
48 N 5.9163 0.3031 -5.1405  C49 1.358, H52 1.004, H53 1.006
49 C 6.3507 -0.5144 -4.1469  N48 1.358, N50 1.355, O51 1.222
50 N 5.7878 -0.2799 -2.9365  C49 1.355, H54 1.006, H55 1.006
51 O 7.1826 -1.3909 -4.3307  C49 1.222
52 H 5.2343 1.0286 -5.0093  N48 1.004
53 H 6.3100 0.1619 -6.0556  N48 1.006
54 H 6.0829 -0.8643 -2.1722  N50 1.006
55 H 5.1025 0.4363 -2.7677  N50 1.006
56 N -4.3204 -7.0134 -1.9835  C57 1.362, H60 1.004, H61 1.007
57 C -3.9273 -5.7294 -2.2112  N56 1.362, N58 1.349, O59 1.226
58 N -3.3378 -5.5167 -3.4054  C57 1.349, H62 1.012, H63 1.003
59 O -4.0962 -4.8350 -1.3904  C57 1.226
60 H -4.1914 -7.7635 -2.6389  N56 1.004
61 H -4.7629 -7.2080 -1.0999  N56 1.007
62 H -3.0319 -4.5737 -3.6075  N58 1.012
63 H -3.1897 -6.2332 -4.0913  N58 1.003
64 N 4.6289 -0.1565 6.6059  C65 1.355, H68 1.003, H69 1.008
65 C 5.8332 -0.3091 7.2078  N64 1.355, N66 1.356, O67 1.224
66 N 5.8167 -1.0688 8.3310  C65 1.356, H70 1.006, H71 1.003
67 O 6.8576 0.1994 6.7708  C65 1.224
68 H 3.7781 -0.5647 6.9469  N64 1.003
69 H 4.6015 0.4013 5.7663  N64 1.008
70 H 6.6937 -1.2049 8.8057  N66 1.006
71 H 4.9891 -1.4945 8.7057  N66 1.003
72 N -8.2291 -6.2878 -5.1901  C73 1.359, H76 1.004, H77 1.006
73 C -7.0157 -6.3924 -4.5866  N72 1.359, N74 1.357, O75 1.221
74 N -7.0136 -7.1121 -3.4358  C73 1.357, H78 1.014, H79 1.004
75 O -6.0073 -5.8795 -5.0453  C73 1.221
76 H -9.0698 -6.7011 -4.8305  N72 1.004
77 H -8.2713 -5.7614 -6.0469  N72 1.006
78 H -6.1274 -7.2143 -2.9543  N74 1.014
79 H -7.8320 -7.5418 -3.0435  N74 1.004
80 N -0.4419 -2.6198 -6.2409  C81 1.356, H84 1.003, H85 1.006
81 C -0.9837 -3.0006 -5.0572  N80 1.356, N82 1.355, O83 1.224
82 N -0.2456 -2.6835 -3.9653  C81 1.355, H86 1.008, H87 1.003
83 O -2.0558 -3.5851 -4.9812  C81 1.224
84 H 0.4352 -2.1400 -6.3254  N80 1.003
85 H -0.9616 -2.8382 -7.0746  N80 1.006
86 H -0.6159 -2.9501 -3.0669  N82 1.008
87 H 0.6354 -2.2048 -4.0058  N82 1.003
88 N -0.9354 7.0982 3.6960  C89 1.352, H92 1.007, H93 1.006
89 C -1.2625 7.1091 2.3836  N88 1.352, N90 1.358, O91 1.225
90 N -2.4840 7.6345 2.1073  C89 1.358, H94 1.006, H95 1.003
91 O -0.5178 6.6795 1.5104  C89 1.225
92 H -1.5338 7.4465 4.4276  N88 1.007
93 H -0.0376 6.7164 3.9410  N88 1.006
94 H -2.7644 7.6607 1.1410  N90 1.006
95 H -3.1093 7.9915 2.8058  N90 1.003
96 N -1.9468 7.1499 8.5084  C97 1.355, H100 1.003, H101 1.007
97 C -2.3580 7.7430 7.3621  N96 1.355, N98 1.356, O99 1.224
98 N -3.4833 8.4897 7.4799  C97 1.356, H102 1.006, H103 1.003
99 O -1.7590 7.6142 6.3023  C97 1.224
100 H -2.4223 7.2422 9.3872  N96 1.003
101 H -1.1139 6.5866 8.4605  N96 1.007
102 H -3.8201 8.9466 6.6489  N98 1.006
103 H -3.9885 8.6077 8.3389  N98 1.003
104 N -6.0264 -9.9526 -4.4783  C105 1.356, H108 1.004, H109 1.010
105 C -5.7441 -10.4700 -3.2573  N104 1.356, N106 1.357, O107 1.224
106 N -5.0919 -11.6596 -3.2796  C105 1.357, H110 1.007, H111 1.003
107 O -6.0531 -9.9069 -2.2151  C105 1.224
108 H -5.7817 -10.3968 -5.3443  N104 1.004
109 H -6.5115 -9.0675 -4.5011  N104 1.010
110 H -4.8648 -12.0750 -2.3913  N106 1.007
111 H -4.8294 -12.1375 -4.1220  N106 1.003

Löwdin atomic charge list, values in e, 5 entries: 0.01, -0.41, 0.03, -0.05, -0.18